Here is a molecular structure, C12H25IrN2O2P in a non-equilibrium geometry from OMol25. Energies are from ωB97M-V/def2-TZVPD.

Structure (XYZ):
```
43
Properties=species:S:1:pos:R:3
Ir -1.06581 0.95128 1.48016
C 0.78438 2.29608 1.59634
C 0.93595 0.98829 2.06557
C 2.00615 0.32883 1.25950
C 2.46158 1.24721 0.28468
C 1.74555 2.43636 0.43302
C 1.95874 3.67313 -0.31075
C 3.54765 1.00830 -0.70217
C 2.56315 -0.99735 1.49967
C 0.37662 0.49350 3.33350
C 0.07573 3.43197 2.24742
H 2.82339 4.18843 0.15170
H 1.12172 4.36710 -0.27134
H 2.26386 3.48426 -1.34112
H 4.45162 1.53509 -0.37422
H 3.30098 1.42863 -1.67711
H 3.80850 -0.04024 -0.81091
H 3.51608 -0.85008 2.04436
H 2.84859 -1.49872 0.57267
H 1.93909 -1.64558 2.11158
H 0.97588 0.85297 4.18831
H 0.34564 -0.59330 3.38967
H -0.64201 0.93843 3.57248
H 0.79988 4.01492 2.84226
H -0.69625 3.12760 2.96147
H -0.34118 4.12314 1.51542
N -5.35196 -1.01466 2.12965
C -4.99089 0.28403 1.44283
P -3.48949 0.22702 0.39108
O -2.50152 -0.81564 0.89142
O -2.76942 1.59364 0.47280
C -4.10429 -0.07746 -1.31460
N -3.20139 -0.90221 -2.20252
H -5.81806 -1.68824 1.51333
H -6.01261 -0.83292 2.89673
H -4.53596 -1.48521 2.53508
H -4.78942 1.02933 2.21398
H -5.86165 0.63454 0.88524
H -4.24657 0.89519 -1.79109
H -5.07317 -0.57702 -1.28924
H -3.67837 -1.11510 -3.08899
H -2.93720 -1.79837 -1.78015
H -2.33954 -0.41087 -2.45191
```

As for the total energy: -32007.2997 eV. For the gap between HOMO and LUMO (spin up / spin down), the calculation gives 6.52 / 6.95 eV. For the HOMO energy (spin up / spin down), the calculation gives -21.9 / -22.1 eV. As for the multiplicity: 2. As for the net charge: +4.



Here is a gas-phase ion, C2H3N2O2 (charge +1) in a non-equilibrium geometry from OMol25. Energies are from ωB97M-V/def2-TZVPD.

Structure (XYZ):
```
9
Properties=species:S:1:pos:R:3
C 0.80584 -0.92537 -0.45217
C 0.86086 0.74120 -0.26998
N 0.16928 -2.06883 -0.37522
N -0.18687 1.47418 0.27931
O 0.11430 -3.20473 -0.56770
O -0.66064 -1.21599 0.20420
H 0.28563 1.95622 1.06962
H -1.08408 1.03723 0.56364
H -0.30432 2.20608 -0.45170
```

As for the total energy: -9178.2519 eV. For the gap between HOMO and LUMO, the calculation gives 7.81 eV. For the HOMO energy, the calculation gives -14.9 eV. As for the net charge: +1.



Here is a single C4H9NO molecule from OMol25. Energies are from ωB97M-V/def2-TZVPD.

Structure (XYZ):
```
15
Properties=species:S:1:pos:R:3
C -1.79116 0.07598 -0.76659
C -0.27385 -0.08040 -0.99545
N 0.52399 -0.07819 0.24907
C 1.70748 0.74044 0.49289
C 0.18041 -0.95743 1.22388
O -0.74117 -1.76185 1.16445
H -2.27688 0.56648 -1.61837
H -1.97539 0.68849 0.11921
H -2.28298 -0.88514 -0.60703
H 0.08383 0.73112 -1.63669
H -0.09021 -1.01766 -1.53879
H 1.50108 1.81662 0.47813
H 2.54647 0.52849 -0.18243
H 2.06082 0.50447 1.50322
H 0.82755 -0.87142 2.11449
```

As for the total energy: -7831.4418 eV. For the gap between HOMO and LUMO, the calculation gives 10.25 eV. The SMILES is CCN(C)C=O. For the HOMO energy, the calculation gives -9.4 eV.



Here is a molecular structure, C45H39KN3O9P2SSi in a non-equilibrium geometry from OMol25. Energies are from ωB97M-V/def2-TZVPD.

Structure (XYZ):
```
101
Properties=species:S:1:pos:R:3
K 0.08446 0.80449 -0.70166
O -0.20385 -1.41515 -1.05069
S -0.31205 -2.06651 0.29437
C -1.74379 -3.15686 0.15560
C -1.80805 -4.38112 0.81349
C -2.89569 -5.21331 0.60598
C -3.90555 -4.81426 -0.25854
C -3.86911 -3.55552 -0.84366
C -2.80675 -2.67715 -0.62214
P -2.86969 -0.85849 -1.06499
C -4.69591 -0.74490 -1.32837
C -5.49846 -0.76332 -0.18333
C -6.87915 -0.68477 -0.27594
C -7.48511 -0.56417 -1.52274
C -6.69937 -0.52004 -2.66443
C -5.31202 -0.61260 -2.56878
C -2.27918 -0.80302 -2.80476
C -2.10452 -1.92238 -3.61350
C -1.60459 -1.78646 -4.90258
C -1.26656 -0.53008 -5.39371
C -1.43989 0.59145 -4.59551
C -1.94634 0.45878 -3.30622
C 1.00558 -3.30598 0.32128
C 0.92179 -4.51927 -0.34773
C 2.00787 -5.38175 -0.33251
C 3.15889 -5.02340 0.35392
C 3.25559 -3.78396 0.97681
C 2.19076 -2.88736 0.95494
P 2.26597 -1.07060 1.37548
C 1.24489 -1.05861 2.91909
C 1.22896 -2.11734 3.82643
C 0.37970 -2.09370 4.92633
C -0.46087 -1.00529 5.13334
C -0.44003 0.06228 4.24547
C 0.40770 0.03519 3.14476
C 3.95565 -0.94293 2.07744
C 5.01498 -1.00907 1.16634
C 6.32902 -0.92735 1.59622
C 6.60596 -0.75226 2.94812
C 5.56346 -0.64795 3.85411
C 4.24361 -0.74393 3.42286
H -1.00481 -4.68979 1.47130
H -2.94390 -6.17400 1.10425
H -4.74212 -5.47353 -0.45970
H -4.70005 -3.23533 -1.46098
H -5.02462 -0.83340 0.79252
H -7.48524 -0.70238 0.62311
H -8.56392 -0.49010 -1.59899
H -7.16368 -0.40781 -3.63705
H -4.70917 -0.57044 -3.46870
H -2.34531 -2.90857 -3.23446
H -1.47177 -2.66559 -5.52348
H -0.85863 -0.42928 -6.39271
H -1.17001 1.57494 -4.96414
H -2.07417 1.33451 -2.66859
H 0.02500 -4.78909 -0.88838
H 1.95323 -6.32629 -0.86063
H 4.00224 -5.70446 0.38439
H 4.17862 -3.50560 1.46879
H 1.88328 -2.96890 3.66925
H 0.37461 -2.92503 5.62299
H -1.12905 -0.99034 5.98651
H -1.08807 0.91719 4.40165
H 0.41857 0.86944 2.45079
H 4.79743 -1.10657 0.10662
H 7.13857 -0.97725 0.87713
H 7.63208 -0.67393 3.28777
H 5.77196 -0.47423 4.90308
H 3.44085 -0.63771 4.13976
O 1.58458 7.82350 0.58650
N 2.12183 7.10470 1.41389
O 2.67032 7.52683 2.42329
C 2.14630 5.67207 1.17456
C 1.54132 5.15548 0.04803
C 1.56249 3.80324 -0.18704
C 2.12442 2.85793 0.75429
O 1.92594 1.63213 0.74216
C 2.92773 3.51350 1.76830
C 2.88749 4.84724 2.02019
N 3.89900 2.72232 2.53601
O 3.93478 2.85398 3.75129
O 4.59407 1.94614 1.91023
N 1.10356 3.34197 -1.50041
O 1.38614 2.19179 -1.84323
O 0.55990 4.13971 -2.24669
H 1.07292 5.81473 -0.66670
H 3.46006 5.26759 2.83361
C -4.33813 2.68991 -0.72344
Si -2.61950 3.47280 -0.61405
C -2.56210 4.53393 -2.18119
C -2.73521 4.66443 0.84653
O -1.42664 2.41850 -0.49147
H -5.12347 3.45902 -0.74160
H -4.53213 2.02317 0.12856
H -4.44127 2.09115 -1.63907
H -3.47931 5.12890 -2.30309
H -2.45082 3.89271 -3.06832
H -1.70389 5.21719 -2.16984
H -3.55208 5.39108 0.73084
H -1.79665 5.22479 0.97117
H -2.90870 4.09924 1.77304
```

As for the total energy: -123807.1192 eV. For the gap between HOMO and LUMO, the calculation gives 7.44 eV. For the HOMO energy, the calculation gives -5.5 eV. As for the net charge: -1.